(1)
{
  "formula": "C5H5FN2",
  "method": "wB97M-V/def2-TZVPD",
  "species": ["H", "N", "C", "N", "C", "C", "C", "C", "F", "H", "H", "H", "H"],
  "coordinates": [[-2.3425, -1.3418, -1.0639], [-2.5266, -1.3410, 0.0749], [-1.5065, -0.8039, 0.7404], [-0.1171, -0.5345, 0.3448], [0.4290, 0.6169, 0.9604], [1.4726, 1.3004, 0.2890], [1.3910, 0.7506, -1.1253], [0.4998, -0.2958, -0.9443], [-0.0767, -1.0232, -1.9635], [-1.4217, -0.8024, 1.8126], [0.1198, 0.5151, 2.0866], [2.0059, 2.1550, 0.6183], [2.0730, 0.8045, -1.8300]],
  "atomic_forces_ev_per_a": [[-0.210, 0.006, 3.765], [3.795, 2.360, -1.188], [-1.128, -3.049, -3.128], [1.397, 3.742, -3.676], [1.596, 0.001, 4.157], [-3.856, -2.683, -1.141], [-3.762, -2.222, 6.925], [-1.979, -1.021, -1.730], [0.937, 0.349, 0.841], [-0.989, 0.188, 0.468], [1.055, 1.345, -2.030], [0.384, 0.339, 0.357], [2.758, 0.644, -3.621]],
  "mol_weight_g_mol": 112.107,
  "homo_ev": -8.8,
  "multiplicity": 1,
  "homo_lumo_gap_ev": 9.40,
  "lumo_energy_ev": 0.589,
  "de_lowest_kcal_mol": 66.6,
  "smiles": "[H]/N=C\\n1cccc1F"
}

***

(2)
{
  "formula": "C5H5FN3O2",
  "method": "wB97M-V/def2-TZVPD",
  "species": ["O", "N", "O", "C", "C", "C", "N", "N", "C", "F", "C", "H", "H", "H", "H", "H"],
  "coordinates": [[-3.7518, -0.7341, -0.1909], [-3.2430, -0.9265, 0.8193], [-1.8284, -1.2886, 0.6190], [-0.9780, -0.3390, 1.2090], [0.1335, -0.0028, 0.2778], [-0.0083, -0.1366, -1.0955], [1.0107, 0.1886, -1.8469], [2.1723, 0.6668, -1.4843], [2.3179, 0.8003, -0.1980], [3.4477, 1.2768, 0.2190], [1.3172, 0.4621, 0.7041], [-1.5217, 0.5786, 1.4483], [-0.5506, -0.7043, 2.1452], [-0.9198, -0.4995, -1.5362], [0.8924, 0.0736, -2.8506], [1.5098, 0.5846, 1.7606]],
  "atomic_forces_ev_per_a": [[0.060, -0.403, 0.152], [-0.694, 0.640, 0.076], [0.650, -0.192, -0.702], [-0.239, -0.152, 0.783], [-0.907, -0.288, -0.381], [-0.295, -0.123, 0.405], [-0.451, -0.134, -1.176], [0.489, 0.074, -0.123], [-0.268, -0.051, -0.442], [0.267, 0.078, 0.070], [1.070, 0.479, 1.532], [-0.046, 0.117, 0.021], [-0.031, -0.087, 0.060], [-0.033, -0.117, -0.336], [0.314, 0.120, -0.053], [0.113, 0.038, 0.115]],
  "mol_weight_g_mol": 158.112,
  "homo_ev": -14.6,
  "total_charge": 1,
  "multiplicity": 1,
  "homo_lumo_gap_ev": 9.00,
  "lumo_energy_ev": -5.575,
  "smiles": "O=NOCc1c[nH+]nc(F)c1"
}

***

(3)
{
  "formula": "C5H5FNO3",
  "method": "wB97M-V/def2-TZVPD",
  "species": ["O", "C", "O", "C", "F", "C", "C", "N", "C", "O", "H", "H", "H", "H", "H"],
  "coordinates": [[2.8539, -1.1152, 0.0876], [1.6603, -0.9788, 0.3885], [0.9478, -1.4895, 1.2975], [0.7918, 0.0092, -0.5854], [1.5800, 0.2861, -1.6926], [-0.5609, -0.7056, -0.8105], [-1.5116, -0.0880, 0.2335], [-0.8703, 1.1828, 0.5621], [0.4919, 1.3645, 0.2235], [1.1265, 2.3395, 0.5889], [-0.3250, -1.7109, -0.8158], [-0.7796, -0.3853, -1.8867], [-2.5889, 0.2514, 0.0387], [-1.4810, -0.6706, 1.0819], [-1.3348, 1.7105, 1.2888]],
  "atomic_forces_ev_per_a": [[-0.737, -0.014, 0.300], [-0.140, 0.238, 0.049], [0.518, 0.408, -0.572], [1.672, 0.584, 2.309], [-0.968, -0.027, -0.220], [0.203, 3.885, -2.790], [-0.292, 2.056, -1.334], [1.095, 0.392, -0.263], [-2.274, -1.107, 0.525], [0.025, -1.109, -0.854], [-0.368, -2.148, 0.457], [-0.394, -0.470, 1.227], [1.228, -1.301, -0.581], [-0.157, -1.649, 1.843], [0.588, 0.265, -0.095]],
  "mol_weight_g_mol": 146.097,
  "homo_ev": -4.5,
  "total_charge": -1,
  "multiplicity": 1,
  "homo_lumo_gap_ev": 8.13,
  "lumo_energy_ev": 3.662,
  "de_lowest_kcal_mol": 0.0,
  "smiles": "O=C([O-])[C@@]1(F)CCNC1=O"
}

***

(4)
{
  "formula": "C5H5FO",
  "method": "wB97M-V/def2-TZVPD",
  "species": ["C", "C", "C", "C", "O", "C", "F", "H", "H", "H", "H", "H"],
  "coordinates": [[-0.0296, -0.7786, 1.7304], [-0.5721, 0.1253, 0.8796], [-0.0738, 0.2354, -0.5236], [0.1050, 1.5775, -1.0201], [0.8585, 1.8306, -1.9802], [0.2746, -0.9048, -1.1303], [0.6247, -1.0176, -2.4899], [0.6486, -1.5613, 1.4024], [-0.4790, -0.8376, 2.7787], [-1.2749, 0.9090, 1.3927], [-0.4424, 2.2985, -0.4291], [0.3603, -1.8763, -0.6106]],
  "atomic_forces_ev_per_a": [[-2.166, 0.578, 0.860], [0.593, 0.165, 2.158], [-0.479, -1.193, 0.757], [2.090, 0.104, -3.263], [-1.995, 0.027, 2.369], [0.605, -0.561, -2.078], [-0.458, 0.460, 2.798], [0.122, 0.281, 0.271], [1.000, -0.026, -1.527], [1.242, -1.416, -1.635], [-0.102, 0.980, -0.010], [-0.451, 0.601, -0.700]],
  "mol_weight_g_mol": 100.092,
  "homo_ev": -9.6,
  "multiplicity": 1,
  "homo_lumo_gap_ev": 9.08,
  "lumo_energy_ev": -0.487,
  "de_lowest_kcal_mol": 39.5,
  "smiles": "C=C/C(C=O)=C/F"
}

***

(5)
{
  "formula": "C5H5FO4Tm",
  "method": "wB97M-V/def2-TZVPD",
  "species": ["C", "C", "O", "C", "O", "O", "O", "F", "H", "Tm", "H", "C", "C", "H", "H", "H"],
  "coordinates": [[-0.9152, 0.7559, -1.1515], [-0.7101, 1.1835, 0.3030], [-2.0046, 1.2567, 0.8550], [-2.9154, 0.8352, -0.0333], [-2.3300, 0.4554, -1.1707], [-4.0784, 0.6975, 0.2136], [-0.2287, -0.2061, -1.6759], [-0.7983, 1.8891, -1.9664], [-0.1843, 2.1354, 0.4143], [1.7587, -1.2814, -1.8408], [0.1459, 0.4416, 0.9076], [2.3312, -2.0797, 1.1266], [2.1913, -0.8208, 0.7281], [1.4906, -2.7829, 1.1486], [3.3235, -2.4737, 1.3893], [2.9239, -0.0056, 0.7525]],
  "atomic_forces_ev_per_a": [[1.886, 1.266, -1.345], [3.576, -1.668, 1.301], [-1.877, 0.006, 0.500], [7.939, -0.140, -1.566], [-3.235, -0.141, 0.903], [-3.927, -0.246, 0.604], [0.898, -0.754, 0.687], [-0.338, -0.549, 0.785], [-0.696, 0.237, -0.308], [-1.230, 0.571, -0.123], [-3.194, 1.463, -1.462], [-0.426, 0.438, -0.633], [1.006, -0.784, 0.258], [0.210, 0.110, 0.232], [-0.225, 0.103, 0.074], [-0.367, 0.089, 0.094]],
  "mol_weight_g_mol": 317.023,
  "homo_ev": [-17.6, -16.6],
  "total_charge": 2,
  "multiplicity": 4,
  "homo_lumo_gap_ev": [8.93, 3.73],
  "lumo_energy_ev": [-8.629, -12.838],
  "de_lowest_kcal_mol": 13.3
}

***

(6)
{
  "formula": "C5H5HgO",
  "method": "wB97M-V/def2-TZVPD",
  "species": ["C", "C", "C", "O", "Hg", "H", "H", "H", "C", "C", "H", "H"],
  "coordinates": [[0.0872, 0.4081, -1.2578], [0.4688, 0.8305, 0.0830], [-1.2895, -0.2616, -1.1012], [-1.5538, -1.3681, -1.5188], [-1.2412, -3.3942, -1.9585], [0.8032, -0.2908, -1.7105], [-0.0929, 1.2839, -1.9074], [-2.0640, 0.3497, -0.5967], [0.8802, 0.8416, 1.2504], [1.2520, 0.6145, 2.5523], [0.7195, 1.0986, 3.3733], [2.0304, -0.1123, 2.7918]],
  "atomic_forces_ev_per_a": [[-1.265, -0.044, 0.063], [1.059, -0.189, 1.495], [1.281, 1.623, -0.094], [-0.826, 0.609, 0.344], [0.324, -1.511, -0.380], [-0.154, 0.300, 0.049], [0.195, -0.272, -0.027], [0.141, -0.334, -0.116], [-0.654, -0.708, -1.060], [-0.181, 0.274, 0.200], [0.269, -0.100, -0.296], [-0.190, 0.350, -0.177]],
  "mol_weight_g_mol": 281.684,
  "homo_ev": [-11.4, -13.4],
  "total_charge": 1,
  "multiplicity": 3,
  "homo_lumo_gap_ev": [7.03, 5.74],
  "lumo_energy_ev": [-4.359, -7.685],
  "de_lowest_kcal_mol": 0.0
}

***

(7)
{
  "formula": "C5H5I2NO2",
  "method": "wB97M-V/def2-TZVPD",
  "species": ["C", "C", "C", "C", "C", "N", "O", "O", "I", "I", "H", "H", "H", "H", "H"],
  "coordinates": [[0.3322, 0.2216, 0.9388], [2.4004, -1.1145, 1.3152], [-2.0210, -0.0326, -0.1842], [-0.8666, 0.6420, -0.9852], [0.4996, 0.2853, -0.4977], [0.1691, 0.2488, 2.0934], [1.7836, -1.8689, 1.9102], [3.1045, -0.3794, 0.7870], [1.1828, -1.6301, -1.4343], [1.9155, 1.9432, -0.9090], [-1.8481, 0.2998, 0.8983], [-3.0233, 0.2888, -0.5794], [-1.7435, -1.0480, -0.1197], [-0.9485, 0.4229, -2.0786], [-0.9364, 1.7213, -1.1547]],
  "atomic_forces_ev_per_a": [[0.559, 0.294, 2.324], [1.094, -0.515, 0.936], [0.902, 2.886, 1.044], [-1.679, 0.407, -2.788], [0.648, 0.155, -0.087], [0.157, 0.188, -2.044], [-0.771, -1.546, 0.717], [1.020, 1.044, -0.674], [-0.571, 0.851, 0.232], [-0.581, -0.643, -0.091], [-1.093, -0.151, -1.531], [1.047, -0.865, 0.455], [-0.651, -1.606, -0.416], [0.138, -0.665, 0.717], [-0.219, 0.167, 1.205]],
  "mol_weight_g_mol": 364.908,
  "homo_ev": -9.9,
  "multiplicity": 1,
  "homo_lumo_gap_ev": 8.74,
  "lumo_energy_ev": -1.122,
  "de_lowest_kcal_mol": 0.0
}

***

(8)
{
  "formula": "C5H5IN2O",
  "method": "wB97M-V/def2-TZVPD",
  "species": ["C", "C", "O", "C", "C", "N", "H", "H", "H", "H", "H", "N", "C", "I"],
  "coordinates": [[-1.0636, -1.5046, -0.2903], [0.2165, -0.9123, 0.1347], [1.2912, -1.4982, 0.1862], [0.1503, 0.4507, 0.6960], [-0.8542, 1.2547, 0.7106], [-1.9012, 1.8361, 0.8121], [-0.9472, -2.3017, -1.1955], [-1.7537, -0.7152, -0.5295], [-1.6949, -2.1238, 0.4299], [1.1187, 0.6987, 1.1436], [-2.5128, 2.5029, 0.1616], [1.5663, 1.4945, -1.3368], [2.4351, 0.9460, -0.8575], [3.9493, -0.1279, -0.0650]],
  "atomic_forces_ev_per_a": [[-1.576, -3.331, -2.039], [0.416, -0.103, 1.604], [-1.012, -0.044, -0.456], [2.458, -1.486, 0.725], [-2.142, 0.949, -0.509], [-2.267, 1.788, -1.201], [-0.081, 2.221, 1.913], [-0.276, 0.276, -0.676], [1.501, 0.801, -0.152], [-0.729, 0.413, -0.045], [2.592, -1.959, 1.669], [-1.222, 1.248, -1.160], [2.405, -1.338, 0.587], [-0.067, 0.564, -0.261]],
  "mol_weight_g_mol": 236.012,
  "homo_ev": -8.9,
  "multiplicity": 1,
  "homo_lumo_gap_ev": 8.98,
  "lumo_energy_ev": 0.063,
  "de_lowest_kcal_mol": 58.3,
  "smiles": "CC(=O)C=C=N.N#CI"
}

***

(9)
{
  "formula": "C5H5IOS2",
  "method": "wB97M-V/def2-TZVPD",
  "species": ["C", "C", "C", "C", "C", "O", "S", "S", "I", "H", "H", "H", "H", "H"],
  "coordinates": [[-0.3915, 2.1246, 0.4546], [0.8164, 2.7831, 0.3223], [-0.5505, 0.8646, 0.3965], [2.3885, 0.6418, 0.6036], [-0.1979, -1.7604, 0.8919], [-0.6605, -0.9737, -1.4961], [2.3547, 2.2134, 0.0142], [-1.0805, -0.6369, -0.1539], [4.0172, -0.5394, -0.1493], [-1.1281, 2.8632, 0.6254], [0.7757, 3.8092, 0.6802], [0.7338, -1.2240, 0.8374], [-0.1824, -2.7307, 0.4003], [-0.7055, -1.9332, 1.7809]],
  "atomic_forces_ev_per_a": [[1.594, 3.354, -0.667], [-0.428, 1.660, 0.752], [-0.768, -6.098, 0.200], [-0.659, 0.211, -0.915], [0.389, -0.066, -1.408], [0.078, -0.461, -1.385], [1.040, -1.639, 0.193], [-0.344, 2.109, 0.305], [-0.461, 0.622, 0.292], [-1.409, 0.170, 0.463], [0.328, 0.035, -0.348], [0.966, -0.555, 0.997], [0.119, 0.272, -0.523], [-0.444, 0.385, 2.044]],
  "mol_weight_g_mol": 272.132,
  "homo_ev": [-7.9, -7.9],
  "multiplicity": 1,
  "homo_lumo_gap_ev": [6.30, 6.30],
  "lumo_energy_ev": [-1.612, -1.613]
}